Entry 1:
Density functional theory data (ωB97M-V with the def2-TZVPD basis set) for 4 unconnected molecules or ions with the total composition C42H100Br2F3N15O5P3S at a distorted geometry.

Structure (XYZ):
```
171
Properties=species:S:1:pos:R:3:lowdin_charge:R:1
C -3.75939 3.25836 -4.63940 -0.07
C -3.87645 2.62787 -6.03921 -0.26
O -3.10440 1.43713 -6.09548 -0.17
C -2.05310 1.52990 -7.05295 -0.21
C -0.89932 2.42995 -6.56977 -0.15
C 0.25795 1.58662 -6.01276 -0.20
C -0.02048 1.07193 -4.59810 -0.22
C 0.35015 2.06792 -3.48407 -0.20
C 1.03073 1.44954 -2.23698 -0.51
S -0.34499 0.25422 -1.70816 0.84
C 2.22805 0.43603 -2.40889 -0.27
C 3.10645 0.41512 -3.66845 -0.08
C 3.71555 -0.98311 -3.78743 -0.42
C 5.13655 -1.20525 -3.33811 -0.03
N 3.06510 -1.98331 -4.20868 0.16
C 2.96487 0.60147 -1.03851 -0.12
N 2.19079 1.52828 -0.06833 -0.04
C 3.24406 2.25228 0.82390 -0.14
C 2.76379 2.62548 2.22350 -0.19
C 3.66477 3.75837 2.78751 -0.28
N 3.16293 4.29477 4.04838 0.02
C 1.62647 0.54151 0.91675 -0.58
Br 2.95221 -0.67165 1.69263 0.95
C 0.44387 0.33966 1.48138 -0.73
C 0.12286 -0.71537 2.49761 -0.18
Br -1.04544 1.44873 1.15884 0.91
C 1.56544 2.42686 -1.14396 -0.23
C 2.70299 3.10485 -1.98889 -0.07
O 2.67987 4.54617 -1.93724 0.03
C 3.29515 5.12267 -2.99498 -0.68
F 3.44764 6.42367 -2.71675 0.18
F 4.51493 4.59271 -3.23022 0.17
F 2.56848 5.03031 -4.12700 0.17
C 0.50447 3.53861 -0.97437 -0.08
C 0.55652 4.65480 0.07310 -0.60
N 1.85218 5.06336 0.57674 0.10
N -0.29499 4.48084 1.24832 0.04
N 0.02988 5.88341 -0.65419 0.07
H -2.99554 4.03908 -4.64799 0.06
H -3.39953 2.48375 -3.96447 0.07
H -4.68054 3.71573 -4.29036 0.07
H -4.92262 2.38115 -6.22193 0.12
H -3.55303 3.35236 -6.78543 0.12
H -2.45355 1.93405 -7.98579 0.12
H -1.70314 0.52257 -7.27067 0.11
H -0.54462 2.94578 -7.46145 0.12
H -1.23962 3.12619 -5.80672 0.10
H 1.21958 2.09605 -6.10962 0.11
H 0.32245 0.71038 -6.66153 0.11
H 0.44568 0.09433 -4.48375 0.08
H -1.09302 0.89244 -4.52818 0.11
H 0.91105 2.90228 -3.91748 0.12
H -0.57875 2.49567 -3.11373 0.10
H -0.25324 -0.73608 -2.60854 -0.09
H 1.81871 -0.56163 -2.37835 0.08
H 2.55427 0.58301 -4.58975 0.11
H 3.92416 1.13982 -3.65119 0.12
H 5.47864 -2.18262 -3.65720 0.08
H 5.10482 -1.25469 -2.24432 0.08
H 5.79403 -0.40879 -3.67473 0.08
H 2.10650 -1.72281 -4.45523 0.05
H 3.99554 0.91919 -1.16505 0.13
H 3.07753 -0.43841 -0.76778 0.07
H 4.15537 1.66588 0.83130 0.11
H 3.53654 3.20074 0.37974 0.11
H 2.84922 1.83047 2.95979 0.08
H 1.73996 2.99790 2.17192 0.10
H 3.86895 4.52111 2.04153 0.10
H 4.62221 3.28281 3.02240 0.11
H 2.44658 4.99475 3.90407 0.06
H 2.72460 3.54464 4.57378 0.02
H 0.32045 -1.66984 2.01217 0.08
H 0.69767 -0.59411 3.41042 0.05
H -0.92884 -0.71726 2.75910 0.05
H 2.69723 2.82056 -3.03297 0.12
H 3.69789 2.87285 -1.61757 0.13
H 0.38930 4.05875 -1.91900 0.12
H -0.48126 3.07080 -0.93341 0.07
H 1.81572 5.33493 1.54630 0.07
H 2.24867 5.80276 0.01826 0.09
H -0.28275 5.30793 1.82438 0.08
H -1.24402 4.24782 0.99763 0.05
H 0.06458 6.64338 0.01542 0.07
H -0.95921 5.70983 -0.81731 0.07
O -1.62873 -2.54090 4.61846 -0.29
P -1.59244 -3.65687 5.63871 0.72
N -2.13322 -5.00251 4.71516 -0.34
C -3.49936 -5.18575 4.25657 -0.12
C -1.14876 -5.46473 3.73961 -0.13
N -2.72013 -2.90123 6.73591 -0.31
C -4.10411 -3.30019 6.88852 -0.14
C -2.63925 -1.44162 6.77578 -0.15
N -1.14073 -4.71264 6.91819 -0.33
C -1.67168 -6.02594 7.22181 -0.10
C -0.24890 -4.16305 7.93675 -0.12
H -3.62502 -6.20906 3.89771 0.08
H -3.78292 -4.49398 3.45260 0.09
H -4.21190 -5.08797 5.07205 0.05
H -0.35404 -6.02909 4.24197 0.08
H -0.68241 -4.63218 3.19918 0.06
H -1.59804 -6.12672 3.00250 0.08
H -4.69054 -3.12354 5.97623 0.08
H -4.56862 -2.73113 7.69609 0.08
H -4.19917 -4.34666 7.18260 0.07
H -3.20284 -0.98103 5.95279 0.08
H -1.60538 -1.10881 6.71266 0.04
H -3.03641 -1.06521 7.72169 0.08
H -2.75288 -6.07868 7.10196 0.07
H -1.45179 -6.27818 8.26014 0.09
H -1.22390 -6.80546 6.59965 0.08
H -0.81762 -3.78342 8.79356 0.08
H 0.33886 -3.33715 7.53223 0.06
H 0.46260 -4.91134 8.29087 0.08
O 1.76342 3.03322 6.29592 -0.31
P 1.64395 2.47636 7.69739 0.73
N 3.11201 3.02444 8.39763 -0.34
C 4.41972 2.47083 8.09429 -0.12
C 3.14774 4.47249 8.60126 -0.12
N 1.51293 0.79558 7.25520 -0.30
C 2.58121 -0.17024 7.39441 -0.13
C 0.81027 0.57220 6.00010 -0.16
N 1.01691 2.13016 9.25300 -0.32
C 1.75579 1.85524 10.46821 -0.10
C -0.42332 1.90022 9.34498 -0.12
H 5.14359 2.83202 8.82704 0.08
H 4.77754 2.73104 7.08942 0.09
H 4.43120 1.38803 8.20314 0.05
H 2.53916 4.74697 9.47101 0.07
H 2.76403 5.01910 7.73323 0.07
H 4.15972 4.82260 8.79166 0.08
H 3.43707 0.05777 6.74323 0.08
H 2.21969 -1.16692 7.12929 0.07
H 2.92496 -0.25343 8.42694 0.07
H 1.47629 0.70831 5.13317 0.07
H -0.02941 1.25853 5.90529 0.08
H 0.39633 -0.43909 5.95981 0.06
H 2.62184 1.21646 10.29725 0.07
H 1.11075 1.33651 11.17901 0.09
H 2.10153 2.77053 10.95568 0.08
H -0.65568 0.82949 9.29485 0.08
H -0.94759 2.39538 8.52608 0.07
H -0.83396 2.30549 10.27139 0.08
O -1.97634 -2.05846 -9.15955 -0.30
P -2.44147 -3.44034 -8.76276 0.71
N -2.23190 -4.29633 -10.23810 -0.34
C -3.09279 -4.14856 -11.39853 -0.12
C -0.82891 -4.48576 -10.59974 -0.13
N -4.05647 -3.01148 -8.27748 -0.31
C -5.24227 -3.28736 -9.06141 -0.14
C -4.17010 -1.68350 -7.67747 -0.15
N -2.56484 -4.92608 -7.91097 -0.33
C -2.95957 -6.21842 -8.43126 -0.11
C -2.44045 -4.86270 -6.45822 -0.13
H -2.88677 -4.95418 -12.10603 0.08
H -2.96450 -3.18765 -11.91320 0.09
H -4.14176 -4.27026 -11.13664 0.05
H -0.38375 -5.27841 -9.98592 0.07
H -0.23999 -3.57358 -10.45379 0.07
H -0.72267 -4.78503 -11.64017 0.08
H -5.25233 -2.73376 -10.01022 0.08
H -6.13415 -3.00007 -8.50089 0.08
H -5.35982 -4.35381 -9.26363 0.07
H -4.23921 -0.89467 -8.43815 0.08
H -3.31088 -1.47305 -7.04331 0.06
H -5.05548 -1.62973 -7.03978 0.08
H -3.79323 -6.15265 -9.12951 0.07
H -3.28043 -6.86170 -7.61017 0.09
H -2.13454 -6.72827 -8.93639 0.08
H -3.42542 -4.80199 -5.97969 0.08
H -1.86754 -3.98367 -6.15742 0.07
H -1.91152 -5.73299 -6.06397 0.08
```

Calculated values
* strongest force on any atom: 6.49 eV/Å
* total charge: +1
* E_tot: -9727.155394 hartree
* relative energy (zero: lowest compared OMol25 entry of this formula, charge and spin): 0.000 eV
* molar mass: 1237.2 g mol⁻¹

---

Entry 2:
Density functional theory data (ωB97M-V with the def2-TZVPD basis set) for 9 unconnected molecules or ions with the total composition C42H100N7O16 at a distorted geometry.

Structure (XYZ):
```
165
Properties=species:S:1:pos:R:3:lowdin_charge:R:1
C 2.34190 -1.26065 1.33590 -0.07
O 1.45796 -2.27200 1.77789 -0.18
C 1.09520 -2.16842 3.11807 -0.19
C 1.92379 -3.07628 4.05199 -0.06
N 1.21516 -4.38181 4.40337 0.08
H 1.47306 -4.64275 5.37893 0.20
H 0.20721 -4.15248 4.49472 0.17
C 1.48502 -5.53449 3.49138 -0.07
C 0.18349 -6.09289 2.97985 -0.26
O -0.71014 -6.25674 4.00616 -0.18
C -1.76902 -7.12592 3.69194 -0.07
H 1.99585 -0.29010 1.63509 0.08
H 2.30778 -1.26554 0.26105 0.06
H 3.36338 -1.38106 1.70686 0.10
H 0.03470 -2.38191 3.34801 0.14
H 1.25132 -1.19107 3.43992 0.10
H 2.05288 -2.60516 5.02096 0.12
H 2.88238 -3.36732 3.69197 0.12
H 2.06354 -6.29772 3.97844 0.14
H 2.00089 -5.20336 2.59826 0.10
H 0.35094 -7.04655 2.43415 0.14
H -0.29160 -5.46881 2.21514 0.13
H -2.63645 -6.65254 3.23542 0.10
H -2.03750 -7.57221 4.68955 0.12
H -1.33189 -7.91315 3.13291 0.07
C -5.25049 -1.59754 -4.53625 -0.12
O -4.97616 -0.29752 -4.15176 -0.19
C -3.78490 0.20859 -4.69217 -0.24
C -3.69916 1.66508 -4.37402 -0.02
N -3.52300 1.74513 -2.80488 0.07
H -4.36078 1.41776 -2.29068 0.18
H -2.74163 1.09953 -2.43810 0.15
C -3.10743 3.10665 -2.32177 -0.11
C -3.74488 4.26154 -3.05923 -0.20
O -5.16470 4.01365 -3.10758 -0.21
C -5.95796 4.93186 -3.78825 -0.09
H -4.36427 -2.27944 -4.41914 0.10
H -5.46840 -1.65300 -5.63713 0.10
H -6.19343 -1.91959 -4.04473 0.11
H -3.94264 0.08750 -5.76111 0.13
H -2.92513 -0.39986 -4.43973 0.10
H -4.66458 2.11485 -4.51956 0.13
H -2.80600 2.20628 -4.70536 0.14
H -2.06590 3.13034 -2.30332 0.11
H -3.48966 3.20084 -1.33023 0.12
H -3.27035 4.36336 -4.05032 0.12
H -3.51991 5.19039 -2.49810 0.14
H -6.14655 5.90206 -3.26135 0.11
H -6.92362 4.43450 -3.89488 0.10
H -5.43194 5.05792 -4.74776 0.10
C -2.52907 3.09421 9.94407 -0.10
O -3.08811 3.22768 8.63000 -0.20
C -2.69123 4.47948 8.11352 -0.24
C -3.32783 4.77157 6.74417 -0.20
N -3.34783 3.55509 6.03468 -0.10
H -1.16676 1.08281 5.21746 0.11
H -3.44628 2.80721 6.67433 0.09
C -3.93025 3.39026 4.76632 -0.22
C -3.11888 4.08923 3.66893 -0.19
O -2.03915 3.37045 3.03076 -0.19
C -2.43607 2.38394 2.04541 -0.10
H -2.80968 3.84172 10.71126 0.10
H -1.42120 3.07179 9.91400 0.09
H -2.85995 2.11664 10.32262 0.09
H -1.58161 4.51049 7.99757 0.13
H -2.88879 5.31397 8.79039 0.12
H -2.67313 5.47512 6.28720 0.10
H -4.40739 5.11403 6.88134 0.15
H -4.92127 3.83363 4.71172 0.11
H -4.09191 2.32940 4.65260 0.12
H -2.65277 4.86596 4.28896 0.11
H -3.81985 4.58425 2.98248 0.12
H -3.48167 2.09884 2.17121 0.08
H -1.86541 1.41644 2.07244 0.09
H -2.21479 2.79028 1.05261 0.06
C 5.26040 -1.86873 -2.88212 -0.08
O 3.84430 -1.70507 -3.06792 -0.22
C 3.24427 -0.82337 -2.14528 -0.20
C 2.49813 0.39476 -2.75777 -0.11
N 1.49559 -0.02954 -3.75185 0.05
H 1.91796 -0.83434 -4.25312 0.17
H 0.67727 -0.36164 -3.30088 0.09
C 1.30756 1.06459 -4.74215 -0.10
C 2.42110 0.95219 -5.73567 -0.22
O 2.91095 2.27841 -5.82983 -0.19
C 3.91346 2.31982 -6.79477 -0.12
H 5.66689 -2.51443 -3.66381 0.09
H 5.43117 -2.36348 -1.92473 0.09
H 5.78212 -0.89848 -2.97834 0.10
H 4.00637 -0.45275 -1.44775 0.13
H 2.47585 -1.46976 -1.65708 0.10
H 3.22412 1.11731 -3.23171 0.16
H 2.00023 0.85053 -1.90395 0.07
H 1.36824 1.97484 -4.16724 0.13
H 0.33774 1.02151 -5.23885 0.14
H 2.10456 0.59368 -6.70672 0.13
H 3.23310 0.25725 -5.31548 0.15
H 4.50432 1.37669 -6.83111 0.10
H 4.62977 3.13873 -6.60379 0.10
H 3.43697 2.46322 -7.78964 0.11
C -1.63289 -8.85630 -4.96348 -0.05
O -1.19291 -7.96642 -3.93269 -0.20
C 0.20409 -7.80271 -4.01911 -0.21
C 0.46457 -6.35566 -3.55486 -0.10
N -0.15731 -6.24468 -2.21766 0.04
H -1.09574 -6.65073 -2.41278 0.17
H 0.37179 -6.87921 -1.52937 0.21
C -0.28308 -4.81689 -1.73288 -0.09
C 1.07212 -4.36935 -1.21027 -0.15
O 1.56858 -5.45193 -0.32498 -0.22
C 2.89078 -5.30033 0.05162 -0.13
H -1.21737 -8.60969 -5.93258 0.10
H -2.72423 -8.73135 -4.99947 0.11
H -1.46492 -9.86809 -4.68538 0.09
H 0.68190 -7.96040 -5.00082 0.14
H 0.69447 -8.48569 -3.34083 0.13
H -0.07969 -5.64989 -4.18076 0.14
H 1.55877 -6.20023 -3.51096 0.15
H -0.91937 -4.73418 -0.87699 0.12
H -0.57535 -4.15460 -2.55705 0.13
H 0.88741 -3.50776 -0.57781 0.10
H 1.79578 -4.28736 -2.03260 0.13
H 3.23642 -6.27949 0.43312 0.11
H 3.02732 -4.51172 0.79739 0.08
H 3.58629 -5.16187 -0.79638 0.10
C 0.70293 6.54986 -0.04313 -0.07
C 1.33152 5.27415 -0.59409 -0.11
N 2.80950 5.63576 -0.94503 -0.02
C 3.29670 5.91743 -2.17910 -0.01
C 4.57999 6.35890 -2.02132 0.01
N 4.79656 6.36217 -0.66649 -0.12
C 3.73287 5.91956 -0.04569 -0.03
C 5.94574 6.90109 -0.09144 0.00
H -0.34946 6.29801 0.13028 0.08
H 0.88038 7.45168 -0.69075 0.10
H 1.09578 6.73032 0.97875 0.09
H 0.85094 4.99332 -1.52545 0.11
H 1.28249 4.40534 0.11580 0.11
H 2.61074 5.80721 -3.01293 0.14
H 5.22955 6.80613 -2.75729 0.14
H 3.63158 5.72543 1.02885 0.19
H 6.76865 6.22219 0.05442 0.11
H 5.66927 7.47848 0.77895 0.11
H 6.39202 7.58440 -0.86557 0.13
C -1.77950 -1.70433 -0.72167 0.00
C -1.08526 -1.31592 -2.01403 -0.70
O -1.69133 -0.43657 -2.68268 -0.08
O 0.02778 -1.81218 -2.26215 -0.04
H -2.05815 -0.79826 -0.17234 0.08
H -1.12997 -2.32121 -0.06913 0.07
H -2.71300 -2.19547 -0.97329 0.08
C 3.72771 1.75722 1.35455 -0.03
C 2.38059 2.01694 0.76605 -0.79
O 1.62582 2.72802 1.44499 -0.05
O 2.12346 1.54007 -0.37806 -0.10
H 4.16182 0.81082 0.96186 0.07
H 3.70913 1.95242 2.43091 0.09
H 4.35121 2.48730 0.87940 0.06
C -0.06969 0.16872 7.28675 0.02
C -0.53140 -0.55590 6.04367 -0.46
O -0.17003 -1.68927 5.87236 0.07
O -1.28897 0.12718 5.01150 0.05
H -0.68113 1.05653 7.51760 0.08
H 0.91900 0.62175 7.10668 0.11
H -0.05124 -0.50911 8.13085 0.09
```

Calculated values
* strongest force on any atom: 3.50 eV/Å
* total charge: +3
* E_tot: -3246.318957 hartree
* molar mass: 959.3 g mol⁻¹

---

Question: Number 1 is which compound?
Answer: C42H100Br2F3N15O5P3S

---

Question: Which of these has the lowest molar mass?
Answer: C42H100N7O16

---

Question: molar mass of number 1 (C42H100Br2F3N15O5P3S)?
Answer: 1237.2 g mol⁻¹